Record 1
97
Properties=species:S:1:pos:R:3:forces:R:3:mulliken_charge:R:1 method="wB97M-V/def2-TZVPD" gap_ev=6.17 charge=+3
C 0.453982 0.995024 5.285251 0.044 -0.081 -0.184 -1.0929
H -2.273131 1.447393 1.737306 0.289 -0.271 0.003 0.1917
S -1.005341 -2.329263 -1.674887 0.137 -1.002 -0.910 0.5796
H -4.529290 -3.262401 -2.369548 -0.137 -0.006 0.135 0.3486
H 3.053380 4.806476 -4.069154 0.015 -0.102 0.044 0.3357
As 0.936208 3.380227 -4.303495 0.139 -0.511 -0.025 0.4505
N -1.488956 -2.104661 2.648241 -0.233 -0.087 -0.408 -0.0037
Sc -0.201564 -0.694266 1.150366 -0.483 -0.379 0.887 -0.1489
H 0.851215 -4.209130 -0.728330 -0.072 -0.106 0.041 -0.0353
H 2.614764 -2.811599 3.509501 0.023 0.093 -0.121 0.5570
C -1.161491 0.554986 -2.991399 0.141 -0.092 -0.051 -1.2071
C 1.534408 0.297417 5.801796 0.003 -0.046 -0.196 -1.0335
H 2.096723 3.566536 0.243033 -0.099 -0.219 0.060 0.7223
H -2.941218 -4.932253 -3.349971 0.143 -0.055 0.070 0.4129
H -0.239902 -2.644183 4.249993 -0.186 -0.069 -0.128 0.2777
H -1.237040 1.493791 -3.545144 0.035 -0.043 0.200 0.1544
C -3.817958 -2.984037 -3.140871 0.085 -0.039 -0.175 -1.0843
As 1.905598 1.086255 0.476430 1.033 1.164 -0.125 1.2724
C 0.036867 0.721661 3.990485 -0.128 0.264 0.272 0.4785
H -0.144374 5.296632 -1.932483 -0.045 0.047 -0.123 0.3114
H -1.522177 3.323711 -0.229869 0.004 -0.135 -0.101 0.5798
C -0.680181 -3.113872 3.362456 0.424 -0.219 -0.067 -0.8295
O -0.695982 -2.117140 -0.185732 0.164 -0.163 0.804 -0.8395
N 0.630820 -0.204524 3.227475 -0.161 -0.159 -0.038 1.8363
H -1.527005 3.269187 -1.992212 -0.028 -0.197 0.109 0.5847
H -1.289799 -3.964370 3.700113 0.104 0.250 0.000 0.6283
H 2.280842 2.040860 2.827510 -0.033 0.002 0.016 0.3790
H 1.260536 -1.952398 -2.155841 -0.185 0.106 -0.091 0.0893
C 2.750814 -3.975175 -1.704346 -0.110 -0.107 0.001 -1.5301
H -0.675584 2.417323 2.938443 -0.149 -0.143 -0.017 0.4726
H -0.020698 -4.170344 1.608498 0.095 0.080 0.011 0.1891
H 0.573056 3.146041 1.029610 0.147 -0.004 0.023 0.4781
H 1.437473 5.302885 -1.161525 0.129 0.048 -0.034 0.4687
C 1.202247 2.935945 0.152817 -0.163 -0.007 0.111 -2.0077
H -0.209840 0.087072 -3.244985 -0.010 0.070 0.020 0.4010
H 3.968086 1.922760 -0.803979 -0.249 -0.053 0.082 0.4277
H 0.477950 -2.905944 -3.427978 -0.007 0.105 -0.184 0.7530
H 1.047647 -4.338977 3.011183 -0.014 0.074 -0.146 0.5862
C 0.441805 3.374088 -1.116327 0.117 -0.175 -0.037 2.5644
C 1.215265 2.867752 -2.331991 -0.209 0.110 -0.429 -1.3420
C -1.097732 1.499116 3.369918 0.237 0.229 0.242 -1.4335
H -3.655727 1.466736 -2.021702 0.191 0.006 0.114 0.4408
H -1.653910 3.547549 -4.494594 -0.035 -0.113 0.032 0.3153
C 2.043341 4.990982 -4.427306 -0.221 0.123 0.212 -1.1105
C 2.940592 1.674735 2.042820 0.019 -0.076 0.111 -1.4380
C -2.349673 -1.340524 3.565239 -0.274 0.500 0.041 -0.7921
C 0.427575 -3.631144 2.447597 -0.487 -0.066 0.237 -0.8287
H -3.200046 -1.929884 3.930532 0.201 0.026 0.002 0.5777
H 1.908325 0.517823 6.790015 -0.008 -0.031 0.116 0.5060
C -2.890406 -0.095722 2.864201 -0.176 -0.524 0.179 -0.9959
H -3.533320 -0.402313 2.030333 0.052 0.118 0.076 0.4228
H 1.786148 -2.933780 1.139659 -0.186 0.244 0.049 0.0153
C 2.117470 -0.698017 5.031155 -0.185 0.093 -0.194 -1.1383
H 1.171231 1.766574 -2.309220 0.126 0.161 -0.220 -0.4757
H -3.518149 -1.945562 -2.990142 -0.069 0.077 0.027 0.1504
C -0.822164 4.243439 -4.558339 0.250 0.075 0.358 -1.1029
H -3.502848 0.474361 3.576485 0.067 -0.056 -0.208 0.4991
As -1.346240 0.919168 -1.058860 -0.449 1.108 -0.884 0.9057
H -0.805011 4.633151 -5.575084 0.072 -0.032 -0.050 0.4492
H 3.078646 -3.131890 -1.093010 0.064 0.068 0.005 0.2683
C -3.314964 1.027260 -1.080598 0.025 -0.249 0.231 -1.4163
C 1.626257 -0.932503 3.755136 0.291 -0.092 0.151 0.3670
C 1.230016 -4.074518 -1.744145 0.103 -0.004 0.076 -0.2150
H 2.933344 -1.286344 5.417642 0.110 -0.114 0.028 0.6330
C 0.619547 -2.818334 -2.353952 -0.306 0.022 0.224 -0.5622
H -3.704636 1.631815 -0.258504 0.079 -0.028 -0.032 0.4447
H 3.238900 0.562785 -1.695679 -0.030 0.081 0.067 0.3370
C -1.014741 2.886130 -1.102050 0.149 -0.051 0.249 -1.6910
H 1.603910 5.818853 -3.874586 0.047 0.068 0.049 0.3294
H 3.068074 -1.568451 2.332269 -0.123 -0.143 0.035 0.4287
H 3.148508 -3.849302 -2.706494 0.146 0.072 -0.099 0.4350
H -3.734786 0.021720 -1.002631 -0.011 0.059 -0.015 0.3798
H 3.175793 -4.888475 -1.295106 0.067 -0.017 0.028 0.4107
C 2.220397 -2.006820 2.877452 0.172 0.212 0.164 -1.2936
C 3.486117 0.946527 -0.706342 -0.199 -0.336 -0.029 -1.3586
H -0.055248 1.733902 5.884364 -0.069 0.116 -0.012 0.6314
H -1.244515 -4.738463 -1.630480 0.159 0.001 0.146 0.5132
H -1.970631 -0.098035 -3.319666 0.038 0.028 0.132 0.3983
H 0.957000 -4.951680 -2.331334 -0.144 0.011 0.104 0.4017
H 2.113220 5.280189 -5.474860 -0.066 -0.091 -0.029 0.4176
C -2.615448 -3.917312 -3.122880 -0.271 0.186 -0.104 -0.4486
H 3.603109 2.491081 1.740167 -0.172 -0.114 -0.084 0.5500
H 4.203545 0.266113 -0.237268 -0.173 0.046 0.006 0.5714
H -1.913165 -3.628975 -3.906937 0.075 -0.121 -0.145 0.2983
C -1.919210 -3.900987 -1.768922 0.153 0.226 -0.161 -0.9284
N 1.242071 -2.520628 1.900806 0.265 0.160 -0.319 0.3026
H -4.329864 -3.044963 -4.095649 -0.062 0.056 -0.095 0.3970
H -2.651283 -3.876149 -0.963909 0.010 0.073 0.143 0.5718
H 2.264549 3.148771 -2.197608 0.024 -0.091 -0.062 0.6482
N -1.799305 0.743896 2.311924 0.044 0.146 -0.261 0.2938
H -1.794531 1.809757 4.160055 0.085 -0.002 -0.164 0.5543
H -1.752045 -1.046071 4.431303 -0.069 -0.112 -0.021 0.3381
H -0.985342 5.080212 -3.886311 -0.098 0.094 0.052 0.3129
H -2.112122 -2.625358 2.020176 0.243 0.200 0.067 0.3501
H -0.026478 5.286403 -0.183295 -0.048 0.063 0.138 0.4244
C 0.427252 4.907840 -1.096597 -0.104 -0.139 0.074 -1.8686
H 3.570447 0.885832 2.454376 -0.098 -0.091 -0.071 0.4307

=====

Record 2
110
Properties=species:S:1:pos:R:3:forces:R:3:mulliken_charge:R:1 method="wB97M-V/def2-TZVPD" gap_ev=9.24 charge=0
C -3.902472 2.757913 -3.117183 -0.053 0.017 0.061 -1.3081
C 0.753558 -7.614986 -0.650561 -0.064 0.075 -0.044 -0.5556
H -0.179437 -3.731164 6.125219 0.009 0.021 -0.007 0.3722
H -1.910184 -3.431477 6.409174 0.017 -0.037 0.000 0.3829
H -3.630857 0.994410 -1.916052 -0.069 0.016 -0.088 0.3593
H -4.256590 -3.912913 -4.633029 -0.043 0.029 0.138 0.4445
H -2.620452 0.454968 -4.699797 -0.047 0.039 0.019 0.3848
H -3.950150 -3.211852 -2.096892 0.064 0.007 -0.062 0.3516
H 1.406317 3.213741 3.329757 -0.014 0.019 -0.006 0.1572
Br 4.422339 -4.918438 0.691016 -0.063 -0.004 -0.054 -0.1529
H -4.510550 -1.272648 -3.089353 0.074 0.052 0.070 0.3707
C -3.495554 -1.061686 -3.445679 0.008 -0.077 -0.065 -0.2607
C 5.220943 -5.770536 -1.945337 -0.086 0.048 0.022 -0.3885
Br 4.504033 6.365714 7.086381 -0.015 -0.041 0.019 -0.1228
H 3.337845 -1.294531 -2.900574 0.051 0.075 0.075 0.1271
H -7.225361 5.285354 -1.401406 -0.002 0.019 0.016 0.3793
B 2.260111 -1.881295 -1.089204 0.000 -0.373 0.573 0.2736
H -0.745625 1.669652 2.549359 0.061 -0.014 0.047 0.2217
O -0.117658 -2.777697 -0.054323 -0.265 0.498 -0.220 -0.7293
H -1.030261 -0.486631 1.203694 0.048 -0.048 0.040 0.3354
H -2.841140 -1.133975 -2.570230 -0.060 -0.069 -0.006 0.2193
H 0.268229 -5.603621 -1.212757 0.018 0.009 0.044 -0.7156
H 6.318863 -4.341902 -0.786942 -0.015 0.004 -0.007 0.3573
Br -0.794835 -1.411442 5.510230 -0.007 -0.004 0.087 -0.1302
H -3.678738 -1.850837 -5.403840 0.061 -0.112 -0.027 0.5271
C -3.104439 -2.093319 -4.502931 0.007 0.025 -0.037 -0.6352
H -7.860911 4.546577 0.813665 0.009 -0.011 0.000 0.3522
H -2.056017 -1.941677 -4.781124 -0.031 0.084 0.085 0.2819
H -6.107329 3.969418 -0.980312 -0.039 0.002 -0.022 0.2775
H 0.907392 1.512301 -2.680749 -0.019 -0.040 0.046 0.5368
H 6.463310 -6.011463 -0.192348 0.023 0.020 -0.019 0.4056
H -6.997474 6.085060 1.040123 -0.037 -0.011 -0.004 0.3856
H 1.137845 0.859753 1.235526 0.047 -0.067 0.054 0.0983
C 5.793573 -5.282484 -0.637914 -0.014 -0.024 -0.023 -0.5894
Br -3.165655 -3.538598 3.722242 0.015 0.022 -0.011 -0.1067
C -3.437521 0.372270 -3.973411 0.035 0.066 -0.045 -0.8278
C -0.853084 -3.310778 -2.442271 -0.010 -0.443 -0.002 -0.0784
H -3.957984 3.349572 -2.199782 0.080 0.016 -0.086 0.2054
H -1.218594 -2.303406 -2.683234 0.086 -0.045 -0.021 -0.3574
B 0.242668 -3.048918 -1.370391 0.143 -0.307 0.486 0.4307
H 4.376685 -5.168422 -2.275715 0.051 0.003 -0.002 0.0909
C 1.508269 4.263783 3.059714 0.054 -0.019 0.000 0.0764
H 2.624795 0.880276 -0.879536 -0.013 -0.061 0.002 -0.0930
Br 2.663135 6.843684 3.613401 -0.037 0.050 -0.072 -0.1644
H -4.923487 2.624312 -3.487823 0.044 0.022 0.018 0.4020
H 2.676170 7.346530 9.201705 -0.003 0.038 0.006 0.3727
C -3.384635 -3.959159 -2.660826 -0.042 0.018 -0.013 -0.8203
C 3.226431 -0.934020 -1.870797 0.295 -0.173 -0.084 -1.0039
O 1.898087 -1.565216 0.212758 -0.099 0.539 -0.220 -0.1165
Br -4.929132 6.147291 -1.069093 0.016 -0.002 0.008 -0.1230
C -0.094568 -0.851211 1.652500 -0.189 -0.128 0.327 0.2476
H 5.992423 -5.767525 -2.711592 0.008 -0.009 0.003 0.4063
H 3.089193 4.564092 4.468246 0.006 0.012 -0.022 0.3968
C 0.758813 0.326952 2.115197 0.112 0.156 -0.062 -0.6559
C -3.334185 -3.582586 -4.148937 0.129 -0.036 0.002 -0.9310
N 0.111273 1.318797 2.964094 -0.038 -0.053 0.139 -0.3190
H 1.184340 -0.092533 -3.399459 0.003 0.056 0.039 0.3784
C 3.793696 3.891636 -1.562536 -0.152 0.303 0.127 -0.2339
H -0.696777 -3.668153 3.607064 0.026 -0.050 0.016 -0.0337
C 3.321173 7.898648 7.212989 -0.042 -0.009 -0.020 -0.4347
H 1.355009 -8.451983 -0.989831 0.026 0.027 -0.017 0.4094
C 2.262404 7.721600 8.270584 0.018 -0.033 0.008 -0.5902
C -1.395093 -3.978358 4.379426 0.001 0.017 -0.015 -0.3406
H -1.729792 -5.244670 -2.184572 -0.047 0.080 0.046 0.1572
Br -1.109756 -8.133517 -0.844954 0.014 -0.085 0.040 -0.1651
H -0.414919 -1.448860 2.518437 -0.052 0.099 -0.085 -0.4362
C 1.038993 -6.344448 -1.406342 -0.022 0.030 0.001 0.8420
C 1.229581 0.489677 -2.471921 -0.007 0.092 0.003 -1.0867
H 3.067524 3.110329 -1.355781 0.170 0.250 -0.060 -0.0987
H 1.515747 5.166584 5.025779 0.012 -0.024 0.037 0.2716
H 4.386808 3.611043 -2.429570 -0.030 0.017 0.121 0.3443
C -3.245596 1.405825 -2.856073 0.023 0.002 0.048 -0.0614
H -2.153075 -4.120829 -0.902988 -0.001 -0.032 -0.068 0.2530
H -3.352753 3.348860 -3.853347 -0.054 -0.061 -0.025 0.3540
H 2.603846 5.230891 -2.732460 -0.030 -0.002 0.009 0.3561
B 0.585388 -1.779397 0.606073 0.327 -0.471 -0.058 0.3246
Br 1.816292 5.616742 -0.411636 -0.083 0.033 -0.042 -0.1271
H 2.044515 4.354856 2.119039 0.009 -0.013 0.018 -0.0135
Br -5.681399 4.181305 1.930519 0.009 0.014 -0.005 -0.1276
C 2.162596 5.045608 4.162877 0.009 0.001 0.063 -0.5511
H 1.636655 -0.040112 2.653648 0.001 0.005 -0.092 0.3504
C -6.906295 5.056297 0.705093 0.026 0.010 0.019 -0.5844
Br -0.312618 4.853516 2.716678 0.004 0.087 -0.058 -0.1747
C 3.133484 5.230301 -1.782393 0.124 -0.030 0.114 -0.5116
H -0.115710 0.940379 3.876071 -0.092 -0.061 -0.113 0.0715
H 3.279831 1.320087 -3.559195 0.103 -0.141 0.304 0.3545
H 0.507880 0.059323 -1.768380 0.055 0.004 -0.050 0.1984
H 0.919608 -7.446718 0.411393 -0.023 -0.034 0.002 0.3944
Br 0.880858 6.461674 7.740517 0.027 -0.011 -0.008 -0.1271
H -1.366202 -5.060552 4.485065 -0.023 0.003 0.006 0.4247
O 1.589651 -2.927764 -1.693581 -0.192 0.479 -0.577 -0.1512
Br 4.582994 -7.600205 -1.836806 0.010 -0.016 0.060 -0.1236
H -2.172443 1.557478 -2.696852 -0.040 -0.055 0.103 -0.0740
H 2.892635 8.029023 6.223515 0.008 0.034 0.003 0.1847
C 2.644403 0.482324 -1.898513 -0.187 -0.117 -0.010 0.7479
H -2.536791 -4.179236 -4.605624 -0.091 0.027 -0.106 0.2577
H -0.384487 -3.714285 -3.345630 -0.129 0.160 -0.036 0.3714
Br 1.070126 -6.596182 -3.328488 -0.030 0.008 -0.015 -0.1001
H 3.953852 8.748275 7.459674 0.008 -0.011 0.013 0.3570
H 4.221248 -0.881160 -1.415435 -0.074 -0.039 -0.020 0.3354
O 3.490388 1.373887 -2.614013 -0.064 -0.316 -0.695 -0.5249
C -2.024990 -4.206924 -1.986838 0.112 -0.016 -0.063 -0.3911
Br 5.013050 3.919677 -0.050499 0.002 -0.004 0.052 -0.1423
H 1.751841 8.665417 8.447623 -0.003 -0.001 -0.017 0.3542
C -6.434265 4.973193 -0.723365 0.035 -0.032 -0.025 -0.5629
H -3.960456 -4.884725 -2.573988 -0.010 0.038 0.049 0.4442
H 2.010661 -5.947629 -1.129937 0.099 0.006 0.016 -0.1072
H -4.357158 0.592427 -4.526563 0.039 -0.026 0.008 0.4229
C -1.093575 -3.320985 5.702427 -0.022 0.009 -0.050 -0.5346
H 3.849658 6.046332 -1.758978 -0.001 0.003 -0.054 0.4053